(P)
{"formula": "CH2ClNO", "method": "ωB97M-V/def2-TZVPD", "symbols": ["C", "N", "O", "Cl", "H", "H"], "coordinates": [[0.3871, 0.4380, 0.6129], [-0.2384, -0.4919, -0.2497], [-0.5778, -1.7472, -0.4834], [-0.7372, 0.4152, -1.7298], [1.0742, -0.0334, 1.3949], [0.0920, 1.4192, 0.4552]], "multiplicity": 1, "homo_energy_ev": [-9.768, -9.769], "molar_mass_g_mol": 79.5}

(Q)
{"formula": "CH2ClNO", "method": "ωB97M-V/def2-TZVPD", "symbols": ["C", "N", "O", "Cl", "H", "H"], "coordinates": [[0.2501, -0.4107, 0.0851], [-0.5736, 0.9373, 0.1019], [-1.6131, 0.9149, -0.4288], [1.8255, 0.2907, -0.2505], [-0.2792, -1.1188, -0.6078], [0.3903, -0.6134, 1.1001]], "multiplicity": 1, "homo_energy_ev": -9.360, "molar_mass_g_mol": 79.5}

Most stable one: (Q), least stable one: (P).

(P)
{"formula": "C5H9N", "method": "ωB97M-V/def2-TZVPD", "symbols": ["C", "C", "C", "C", "C", "N", "H", "H", "H", "H", "H", "H", "H", "H", "H"], "coordinates": [[2.2498, 0.1634, -0.2868], [1.1131, -0.7699, -0.4320], [0.3480, -0.2826, 0.7399], [-1.6025, 0.8791, -0.4581], [-1.1061, -0.0130, 0.6931], [1.8868, 0.8916, 0.6930], [3.2421, 0.0712, -0.7420], [0.5340, -0.7705, -1.4209], [1.4217, -1.8036, -0.2948], [0.4662, -1.0058, 1.5987], [-2.6042, 0.5612, -0.8200], [-0.8629, 0.6743, -1.2411], [-1.8271, 1.9632, -0.2182], [-1.7688, -0.9220, 0.5556], [-1.4901, 0.3635, 1.6336]], "s2": 2.017, "multiplicity": 3, "homo_energy_ev": [-5.796, -10.981], "molar_mass_g_mol": 83.1}

(Q)
{"formula": "C5H9N", "method": "ωB97M-V/def2-TZVPD", "symbols": ["C", "C", "C", "C", "C", "N", "H", "H", "H", "H", "H", "H", "H", "H", "H"], "coordinates": [[-0.7258, -0.3629, 0.7354], [0.4637, 0.1757, 1.4712], [1.6273, -0.8162, 1.3975], [-0.8828, -0.1656, -1.7060], [-1.5525, 0.7281, -2.6712], [-0.9102, -0.1290, -0.4952], [-1.3974, -1.0416, 1.2343], [0.7733, 1.1257, 1.0283], [0.1962, 0.3507, 2.5167], [1.3413, -1.7705, 1.8378], [1.9083, -0.9883, 0.3606], [2.4914, -0.4335, 1.9369], [-2.2835, 0.1371, -3.2234], [-0.8175, 1.0900, -3.3874], [-2.0569, 1.5767, -2.2034]], "s2": 2.007, "multiplicity": 3, "homo_energy_ev": [-4.713, -10.758], "molar_mass_g_mol": 83.1}

Most stable one: (Q), least stable one: (P).

(P)
{"formula": "CH6NS", "method": "ωB97M-V/def2-TZVPD", "symbols": ["S", "H", "C", "N", "H", "H", "H", "H", "H"], "coordinates": [[-5.1940, -0.8464, -0.1026], [-4.5913, -1.7848, -0.8118], [1.4538, -0.1763, 0.0993], [1.0018, 1.2232, 0.2565], [2.5191, -0.3191, -0.1261], [1.3527, -0.6444, 1.0768], [0.8979, -0.7790, -0.6130], [0.8459, 1.6939, -0.6135], [1.7140, 1.6330, 0.8344]], "s2": 0.753, "multiplicity": 2, "homo_energy_ev": [-9.199, -9.199], "molar_mass_g_mol": 64.1}

(Q)
{"formula": "CH6NS", "method": "ωB97M-V/def2-TZVPD", "symbols": ["S", "H", "C", "N", "H", "H", "H", "H", "H"], "coordinates": [[1.0571, -2.0783, -2.2132], [1.2745, -2.8722, -1.1540], [-0.8518, 0.9877, 0.4232], [0.2725, 0.1202, 0.8568], [-1.7883, 0.5399, 0.7577], [-0.7600, 1.9636, 0.8787], [-0.8668, 1.0973, -0.6651], [1.0922, 0.6898, 1.0455], [0.5705, -0.4479, 0.0703]], "s2": 0.753, "multiplicity": 2, "homo_energy_ev": [-9.254, -9.247], "molar_mass_g_mol": 64.1}

Most stable one: (Q), least stable one: (P).

(P)
{"formula": "CH3ClO2PS", "method": "ωB97M-V/def2-TZVPD", "symbols": ["C", "O", "O", "P", "S", "Cl", "H", "H", "H"], "coordinates": [[-0.0121, -0.3944, 0.2081], [3.3196, 0.1338, 2.7425], [0.5813, 1.7663, 1.9545], [1.9768, -0.0019, 2.1585], [1.7484, -0.9411, 0.2201], [0.9011, -1.2497, 3.4482], [-0.1562, -0.3665, -0.8682], [-0.2659, 0.4840, 0.8705], [-0.3587, -1.3804, 0.7505]], "multiplicity": 1, "charge": -1, "homo_energy_ev": [-4.415, -4.414], "molar_mass_g_mol": 145.5}

(Q)
{"formula": "CH3ClO2PS", "method": "ωB97M-V/def2-TZVPD", "symbols": ["C", "O", "O", "P", "S", "Cl", "H", "H", "H"], "coordinates": [[-1.2770, -0.4195, 1.3889], [2.1236, -1.7288, 0.6345], [1.5008, -0.3884, -1.3827], [2.1388, -0.3827, 0.1115], [3.5405, 0.8989, 0.1226], [-1.4405, -1.5669, 0.0124], [-0.8880, 0.5207, 0.9623], [-0.6873, -0.8618, 2.0492], [0.6134, -0.7381, -1.3980]], "multiplicity": 1, "charge": -1, "homo_energy_ev": [-4.891, -2.217], "molar_mass_g_mol": 145.5}

Most stable one: (Q), least stable one: (P).